(1)
45
Properties=species:S:1:pos:R:3 method="wB97M-V/def2-TZVPD" spin_multiplicity=1 lumo_ev=0.81 max_force_ev_per_a=1.51 smiles=COC(C[C@H]1O[C@H]1[C@@H](O)[C@@H](C)OCc1ccccc1)OC total_energy_ev=-27216.718 orbital_gap_ev=10.1 relative_energy_kj_mol=133.0 mol_weight_g_mol=296.4
C -6.540 -0.290 0.868
O -5.164 -0.564 0.690
C -4.347 0.558 0.725
C -2.894 0.064 0.636
C -2.562 -0.371 -0.774
O -1.628 0.379 -1.506
C -1.251 -0.917 -1.140
C -0.134 -1.087 -0.130
O -0.352 -2.283 0.579
C 1.242 -1.132 -0.840
C 1.627 0.233 -1.393
O 2.201 -1.736 0.016
C 2.713 -0.955 1.083
C 3.868 -0.066 0.687
C 4.802 -0.517 -0.236
C 5.871 0.282 -0.597
C 6.022 1.537 -0.030
C 5.098 1.989 0.896
C 4.024 1.192 1.251
O -4.722 1.415 -0.327
C -3.995 2.617 -0.403
H -6.714 0.208 1.829
H -7.040 -1.256 0.858
H -6.924 0.338 0.062
H -4.485 1.104 1.690
H -2.795 -0.788 1.310
H -2.216 0.856 0.953
H -3.425 -0.703 -1.344
H -1.213 -1.633 -1.959
H -0.154 -0.235 0.568
H 0.518 -2.694 0.707
H 1.169 -1.854 -1.665
H 2.568 0.172 -1.933
H 0.845 0.573 -2.066
H 1.732 0.963 -0.594
H 3.070 -1.692 1.814
H 1.923 -0.363 1.559
H 4.674 -1.497 -0.672
H 6.590 -0.075 -1.319
H 6.858 2.161 -0.310
H 5.212 2.967 1.341
H 3.302 1.550 1.973
H -4.529 3.245 -1.114
H -2.976 2.450 -0.765
H -3.962 3.117 0.573

***

(2)
162
Properties=species:S:1:pos:R:3 method="wB97M-V/def2-TZVPD" spin_multiplicity=1 lumo_ev=-0.67 max_force_ev_per_a=2.23 total_energy_ev=-202742.780 orbital_gap_ev=7.2 mol_weight_g_mol=1364.2
Ba -2.009 3.772 -1.161
O -0.203 3.247 -2.898
H 0.459 3.088 -2.213
As 0.758 0.700 0.446
F 2.027 1.445 1.338
F -0.076 0.450 1.949
F -0.560 -0.091 -0.346
F 1.548 1.002 -1.017
F 1.573 -0.821 0.595
F -0.069 2.244 0.312
C -3.311 -0.034 -3.113
O -2.647 0.532 -3.936
N -4.644 -0.309 -3.212
C -5.303 -1.071 -2.206
C -5.406 0.231 -4.312
H -2.860 -0.433 -2.187
H -5.656 -2.017 -2.637
H -6.160 -0.556 -1.756
H -4.597 -1.318 -1.414
H -4.733 0.650 -5.049
H -6.092 -0.526 -4.692
H -6.018 1.059 -3.922
C 5.067 -4.889 0.217
O 6.079 -4.357 -0.153
N 3.835 -4.320 0.248
C 3.576 -2.948 -0.111
C 2.756 -4.969 0.999
H 5.048 -5.914 0.630
H 3.595 -2.304 0.767
H 2.742 -2.860 -0.796
H 4.427 -2.568 -0.693
H 2.115 -5.545 0.325
H 3.157 -5.620 1.776
H 2.154 -4.214 1.498
C 1.206 0.316 -4.585
O 0.386 0.910 -5.257
N 1.486 -1.005 -4.746
C 2.439 -1.685 -3.924
C 0.983 -1.727 -5.885
H 1.675 0.739 -3.681
H 2.806 -1.068 -3.105
H 3.258 -2.085 -4.524
H 1.916 -2.501 -3.408
H 0.130 -1.226 -6.327
H 1.743 -1.743 -6.686
H 0.811 -2.765 -5.619
C -4.636 1.112 0.530
O -3.837 1.678 -0.196
N -4.326 0.274 1.522
C -5.340 -0.290 2.379
C -2.961 -0.013 1.875
H -5.728 1.205 0.428
H -6.317 0.121 2.091
H -5.233 0.103 3.392
H -5.412 -1.371 2.322
H -2.723 0.316 2.891
H -2.632 -1.040 1.725
H -2.301 0.594 1.262
C -4.570 -4.636 -2.174
C -4.409 -5.090 -3.606
O -3.055 -5.060 -4.096
P -2.251 -3.757 -4.509
O -1.131 -4.076 -5.342
O -3.328 -2.757 -5.081
C -3.475 -2.651 -6.507
C -4.792 -3.261 -6.973
O -1.910 -3.036 -3.167
C -0.803 -3.418 -2.327
C -1.238 -4.330 -1.198
H -4.248 -5.354 -1.423
H -3.971 -3.737 -2.000
H -5.598 -4.320 -1.984
H -4.708 -6.135 -3.720
H -5.032 -4.549 -4.320
H -3.481 -1.588 -6.727
H -2.690 -3.184 -7.036
H -4.745 -3.373 -8.057
H -4.990 -4.202 -6.463
H -5.659 -2.615 -6.800
H -0.048 -3.914 -2.940
H -0.408 -2.508 -1.879
H -1.623 -5.314 -1.474
H -0.397 -4.487 -0.516
H -2.041 -3.873 -0.608
C -2.502 5.385 5.663
C -2.632 6.259 4.424
O -2.579 5.459 3.221
P -1.257 5.350 2.425
O -1.325 4.508 1.242
O -0.910 6.839 2.096
C 0.496 7.210 1.961
C 1.057 7.807 3.218
O -0.151 4.873 3.428
C 0.821 3.881 3.055
C 0.659 2.622 3.867
H -3.096 4.485 5.505
H -1.464 5.162 5.891
H -2.939 5.886 6.529
H -3.561 6.830 4.437
H -1.882 7.054 4.394
H 1.074 6.392 1.519
H 0.505 7.949 1.157
H 0.458 8.658 3.536
H 1.198 7.108 4.042
H 2.067 8.160 2.984
H 0.771 3.576 2.006
H 1.822 4.290 3.192
H -0.249 2.066 3.610
H 1.529 1.976 3.833
H 0.420 2.902 4.905
C 4.794 -4.780 7.872
C 3.371 -5.289 7.659
O 2.621 -4.347 6.898
P 1.724 -4.808 5.685
O 2.394 -5.733 4.775
O 0.351 -5.331 6.275
C 0.295 -6.632 6.904
C -1.071 -6.769 7.559
O 1.323 -3.413 5.119
C 0.978 -3.292 3.715
C -0.297 -2.505 3.526
H 5.226 -5.363 8.700
H 5.448 -5.116 7.069
H 4.829 -3.730 8.139
H 3.503 -6.223 7.102
H 2.879 -5.523 8.603
H 0.444 -7.413 6.162
H 1.043 -6.671 7.696
H -1.282 -7.826 7.740
H -1.159 -6.185 8.472
H -1.878 -6.453 6.893
H 1.810 -2.719 3.289
H 1.054 -4.254 3.208
H -0.538 -1.890 4.390
H -0.176 -1.842 2.671
H -1.148 -3.165 3.334
C 2.189 4.636 -6.610
C 2.492 4.348 -5.172
O 3.685 5.071 -4.792
P 3.815 5.628 -3.352
O 2.620 6.270 -2.829
O 4.438 4.526 -2.401
C 3.683 3.494 -1.747
C 3.733 3.766 -0.250
O 5.070 6.533 -3.569
C 5.705 7.234 -2.477
C 4.897 7.567 -1.244
H 2.068 5.714 -6.798
H 2.935 4.258 -7.312
H 1.224 4.259 -6.945
H 1.660 4.598 -4.511
H 2.658 3.275 -5.051
H 2.628 3.475 -2.021
H 4.098 2.496 -1.883
H 3.239 4.686 0.067
H 3.265 2.926 0.274
H 4.759 3.780 0.132
H 6.600 6.663 -2.201
H 6.153 8.114 -2.945
H 5.567 7.696 -0.394
H 4.339 8.487 -1.393
H 4.246 6.731 -1.002

***

(3)
21
Properties=species:S:1:pos:R:3 method="wB97M-V/def2-TZVPD" spin_multiplicity=1 lumo_ev=-3.50 max_force_ev_per_a=4.82 smiles=CP[N@H+](C)CCN total_energy_ev=-16635.975 orbital_gap_ev=10.3 relative_energy_kj_mol=211.6 charge=+1 mol_weight_g_mol=121.1
C -2.524 -1.532 0.143
P -2.329 0.315 -0.032
N -0.356 0.555 0.002
C -0.128 1.967 -0.068
C 0.559 -0.113 -1.021
C 2.077 -0.155 -0.423
N 2.007 -0.839 0.887
H -3.618 -1.600 0.394
H -1.901 -1.957 1.024
H -2.173 -2.078 -0.656
H -2.255 0.875 1.282
H 0.012 0.228 0.912
H -0.513 2.366 -0.922
H -0.749 2.355 0.635
H 0.996 2.376 0.050
H 0.142 -1.132 -1.202
H 0.734 0.598 -1.839
H 2.694 -0.745 -1.081
H 2.403 0.867 -0.411
H 2.206 -1.887 0.824
H 2.715 -0.463 1.500

***

(4)
17
Properties=species:S:1:pos:R:3 method="wB97M-V/def2-TZVPD" spin_multiplicity=3 lumo_ev="0.81 / -3.20" max_force_ev_per_a=5.93 total_energy_ev=-20159.920 orbital_gap_ev="5.6 / 5.0" relative_energy_kj_mol=353.7 mol_weight_g_mol=140.2
C -0.455 1.909 0.698
C -1.537 2.089 1.501
C -0.034 0.534 0.611
C -0.895 -0.297 1.244
C 1.232 -0.059 0.052
C -0.860 -1.568 -1.296
N -0.618 -1.709 1.041
N -0.558 -2.137 -0.189
S -2.315 0.561 1.871
H 0.035 2.654 0.138
H -2.000 2.982 1.891
H 1.531 -1.062 0.516
H 2.040 0.718 0.183
H -0.713 -2.095 -2.231
H -1.280 -0.610 -1.418
H 1.116 -0.149 -1.049
H -0.201 -2.179 1.757